(1)
Formula: C4H7N3S
Source: the Open Molecules 2025 dataset
Level of theory: the ωB97M-V functional and the def2-TZVPD basis

```
! RIJCOSX wB97M-V def2-TZVPD def2/J DEFGRID3
* xyz 0 1
C -1.45 -0.17 1.47
C -1.29 -0.51 0.00
C 1.09 0.18 0.31
C 1.07 0.39 -2.60
H -0.60 -0.76 1.94
H -1.37 1.05 1.73
H -2.51 -0.43 1.64
H -1.56 -1.43 -1.77
H 2.00 0.18 -0.31
H 1.50 1.36 -2.35
H 1.32 0.11 -3.60
N -2.12 -1.03 -0.91
N 0.10 -0.07 -0.51
N 0.50 -0.54 -1.76
S 0.96 0.75 1.87
*
```

Results
Kohn-Sham gap: 7.66 eV
HOMO level: -0.29638 Eh
largest force on an atom: 0.11338 hartree/bohr
energy relative to the best compared isomer or geometry (same formula, charge and spin): 127.6 kcal/mol



(2)
Formula: C2H7ClNS
Source: the Open Molecules 2025 dataset
Level of theory: the ωB97M-V functional and the def2-TZVPD basis

```
! RIJCOSX wB97M-V def2-TZVPD def2/J DEFGRID3
* xyz 1 1
C 0.42 0.30 0.39
C 1.78 0.81 0.39
N 0.05 -0.92 0.40
S -2.75 -0.30 -0.51
Cl 2.90 -0.36 -0.28
H -0.42 0.97 0.51
H 1.66 1.74 -0.18
H 2.30 1.11 1.26
H 0.68 -1.69 0.26
H -3.45 0.56 -1.25
H -0.93 -1.09 0.35
H -2.25 -1.14 -1.34
*
```

Results
Kohn-Sham gap: 8.97 eV
HOMO level: -0.52393 Eh
largest force on an atom: 0.05015 hartree/bohr
energy relative to the best compared isomer or geometry (same formula, charge and spin): 12.3 kcal/mol



Q: Among the records above, which one has the highest HOMO level?
A: C4H7N3S



Repeat the first record exactly.
Formula: C4H7N3S
Source: the Open Molecules 2025 dataset
Level of theory: the ωB97M-V functional and the def2-TZVPD basis

```
! RIJCOSX wB97M-V def2-TZVPD def2/J DEFGRID3
* xyz 0 1
C -1.45 -0.17 1.47
C -1.29 -0.51 0.00
C 1.09 0.18 0.31
C 1.07 0.39 -2.60
H -0.60 -0.76 1.94
H -1.37 1.05 1.73
H -2.51 -0.43 1.64
H -1.56 -1.43 -1.77
H 2.00 0.18 -0.31
H 1.50 1.36 -2.35
H 1.32 0.11 -3.60
N -2.12 -1.03 -0.91
N 0.10 -0.07 -0.51
N 0.50 -0.54 -1.76
S 0.96 0.75 1.87
*
```

Results
Kohn-Sham gap: 7.66 eV
HOMO level: -0.29638 Eh
largest force on an atom: 0.11338 hartree/bohr
energy relative to the best compared isomer or geometry (same formula, charge and spin): 127.6 kcal/mol



What did the second record say?
Formula: C2H7ClNS
Source: the Open Molecules 2025 dataset
Level of theory: the ωB97M-V functional and the def2-TZVPD basis

```
! RIJCOSX wB97M-V def2-TZVPD def2/J DEFGRID3
* xyz 1 1
C 0.42 0.30 0.39
C 1.78 0.81 0.39
N 0.05 -0.92 0.40
S -2.75 -0.30 -0.51
Cl 2.90 -0.36 -0.28
H -0.42 0.97 0.51
H 1.66 1.74 -0.18
H 2.30 1.11 1.26
H 0.68 -1.69 0.26
H -3.45 0.56 -1.25
H -0.93 -1.09 0.35
H -2.25 -1.14 -1.34
*
```

Results
Kohn-Sham gap: 8.97 eV
HOMO level: -0.52393 Eh
largest force on an atom: 0.05015 hartree/bohr
energy relative to the best compared isomer or geometry (same formula, charge and spin): 12.3 kcal/mol